Entry 1:
Formula: C26H41BN4O6PS
Source: OMol25
Level of theory: the ωB97M-V functional and the def2-TZVPD basis

Values from the calculation:
- LUMO energy (eV) = -4.04
- HOMO-LUMO gap (eV) = 6.999
- spin multiplicity = 1
- total charge = +1

Geometry (Å):
1 C -0.2749 5.9951 3.9164
2 O -0.9677 5.2560 2.9197
3 C -1.3310 3.9428 3.2812
4 C -0.8417 2.9737 2.2053
5 C -1.8314 1.8157 1.9914
6 C -1.3787 0.8938 0.8975
7 N -2.0391 1.0991 -0.2337
8 C -1.8067 0.4783 -1.4275
9 C -2.7136 0.9165 -2.5438
10 C -4.1883 1.1231 -2.1106
11 C -4.7909 -0.0621 -1.3580
12 C -5.9193 0.3773 -0.4381
13 O -6.2766 1.5110 -0.2983
14 O -6.5459 -0.6555 0.2157
15 C -0.8006 -0.4241 -1.5192
16 B -0.7080 -1.0295 -3.0011
17 O -1.5578 -2.0793 -3.2923
18 N 0.1543 -0.5567 -4.0289
19 C 0.3779 0.9063 -4.0557
20 C -0.2794 -1.0323 -5.3625
21 C -0.0330 -0.7316 -0.3445
22 C 1.0253 -1.6706 -0.3982
23 C 1.3991 -2.3454 -1.6828
24 C 2.3585 -1.5098 -2.5124
25 C 2.8304 -2.0851 -3.8195
26 N 2.7043 -0.3786 -2.0562
27 C 1.7582 -1.9622 0.7386
28 P 3.0767 -3.2841 0.6764
29 C 4.3959 -2.9638 1.8966
30 O 3.9526 -2.9384 -0.6816
31 C 1.3948 -1.3616 1.9749
32 N 2.1192 -1.7555 3.1355
33 C 1.5668 -2.8010 3.9851
34 C 2.9543 -0.8407 3.7594
35 C 3.6042 0.2330 2.9192
36 O 3.1795 -0.9232 4.9481
37 C 0.3622 -0.4656 2.0756
38 S 0.0497 0.1280 3.7289
39 C -0.3570 -0.0844 0.8974
40 H -0.4985 7.0474 3.7654
41 H 0.8018 5.8328 3.8281
42 H -0.5903 5.7150 4.9227
43 H -2.4249 3.8943 3.3189
44 H -0.9143 3.6593 4.2493
45 H -0.8164 3.5383 1.2684
46 H 0.1717 2.6179 2.3783
47 H -2.0760 1.2941 2.9084
48 H -2.7655 2.2906 1.6752
49 H -2.7610 1.8080 -0.2132
50 H -2.3544 1.8885 -2.8950
51 H -2.7051 0.2285 -3.3858
52 H -4.2585 2.0504 -1.5405
53 H -4.7482 1.3055 -3.0253
54 H -4.0621 -0.5896 -0.7389
55 H -5.2287 -0.7518 -2.0799
56 H -5.8974 -1.1496 0.7303
57 H -1.9896 -2.4187 -2.5040
58 H 1.4448 1.1134 -4.1666
59 H 0.0623 1.3931 -3.1362
60 H -0.1304 1.3457 -4.9127
61 H 0.3710 -0.6027 -6.1256
62 H -1.3009 -0.7295 -5.5998
63 H -0.1822 -2.1118 -5.4368
64 H 1.9129 -3.2916 -1.4966
65 H 0.5430 -2.6725 -2.2764
66 H 3.9170 -2.0044 -3.8592
67 H 2.5775 -3.1405 -3.9078
68 H 2.4017 -1.5238 -4.6460
69 H 3.3617 0.0780 -2.6885
70 H 4.0992 -3.1421 2.9218
71 H 5.1715 -3.6943 1.6509
72 H 4.8390 -1.9735 1.7699
73 H 4.8878 -2.8354 -0.4775
74 H 0.8410 -3.3841 3.4224
75 H 2.3581 -3.4629 4.3352
76 H 1.0869 -2.3794 4.8682
77 H 4.6788 0.0549 2.9584
78 H 3.4128 1.2024 3.3719
79 H 3.3014 0.2139 1.8737
80 H -1.1599 -0.4227 3.8972

Atomic partial charges in e from the Löwdin method, atoms 1 to 2:
1 C -0.088
2 O -0.183

***

Entry 2:
Formula: C31H53AlNO15
Source: OMol25
Level of theory: the ωB97M-V functional and the def2-TZVPD basis

Values from the calculation:
- LUMO energy (eV) = 1.50
- HOMO-LUMO gap (eV) = 5.621
- spin multiplicity = 1
- total charge = -1

Geometry (Å):
1 C -5.6790 -0.4810 3.6257
2 C -5.6496 -0.1341 2.1438
3 O -4.8175 -1.0262 1.4633
4 C -5.1071 -1.1326 0.0438
5 Al -3.9915 0.1403 -1.1311
6 N -3.0136 -0.8984 -2.3686
7 H -5.5534 -1.5558 3.7405
8 H -6.6191 -0.1759 4.0815
9 H -4.8585 0.0092 4.1480
10 H -6.6616 -0.1673 1.7203
11 H -5.2762 0.8900 2.0116
12 H -6.1902 -1.0412 -0.1067
13 H -4.8429 -2.1635 -0.2168
14 H -4.9981 1.2060 -1.8534
15 H -2.9543 0.9428 -0.1425
16 H -3.0746 -1.8895 -2.1677
17 H -2.0239 -0.6820 -2.3643
18 O 0.6622 -2.2607 -7.7393
19 C -0.0973 -1.6913 -7.0001
20 O -1.1554 -2.3116 -6.4523
21 C -1.9495 -1.3625 -5.6956
22 C -1.0037 -0.2273 -5.3597
23 C -0.0603 -0.2364 -6.5601
24 H -2.7860 -1.0489 -6.3239
25 H -2.3369 -1.8408 -4.8009
26 H -1.5314 0.7085 -5.1901
27 H -0.4567 -0.4859 -4.4594
28 H -0.4342 0.3720 -7.3882
29 H 0.9571 0.0591 -6.3190
30 O 1.8226 -0.5971 -3.8432
31 C 1.5393 -0.0658 -2.8032
32 O 0.4270 -0.4342 -2.1403
33 C 0.2189 0.3954 -0.9774
34 C 1.5982 0.9630 -0.6643
35 C 2.2372 1.0507 -2.0504
36 H -0.5068 1.1676 -1.2375
37 H -0.2024 -0.2156 -0.1857
38 H 1.5484 1.9066 -0.1318
39 H 2.1601 0.2635 -0.0468
40 H 2.0032 1.9917 -2.5540
41 H 3.3117 0.9068 -2.0364
42 O -7.9031 -1.7335 6.5949
43 C -8.6693 -2.0172 5.7253
44 O -9.0716 -1.1255 4.7890
45 C -10.0668 -1.7038 3.9314
46 C -9.8634 -3.2121 4.0428
47 C -9.3592 -3.3496 5.4792
48 H -11.0511 -1.3889 4.2864
49 H -9.9124 -1.3204 2.9264
50 H -10.7658 -3.7793 3.8248
51 H -9.0861 -3.5291 3.3476
52 H -10.1747 -3.4452 6.1982
53 H -8.6576 -4.1656 5.6242
54 O 4.4245 1.1778 -11.9027
55 C 3.8550 0.3219 -11.2885
56 O 2.6270 0.5027 -10.7639
57 C 2.2254 -0.6592 -9.9997
58 C 3.0641 -1.8037 -10.5520
59 C 4.3464 -1.0783 -10.9598
60 H 2.4281 -0.4722 -8.9458
61 H 1.1575 -0.8057 -10.1231
62 H 3.2029 -2.6029 -9.8288
63 H 2.5820 -2.2244 -11.4355
64 H 5.0575 -1.0009 -10.1358
65 H 4.8456 -1.5119 -11.8218
66 O 4.9113 1.0973 -0.1891
67 C 4.8616 1.1670 1.0046
68 O 3.8877 1.8531 1.6486
69 C 4.1188 1.8304 3.0701
70 C 5.0117 0.6209 3.3141
71 C 5.8121 0.5564 2.0180
72 H 4.6103 2.7677 3.3460
73 H 3.1612 1.7582 3.5785
74 H 5.6201 0.7121 4.2060
75 H 4.3914 -0.2717 3.4097
76 H 6.7135 1.1699 2.0588
77 H 6.0830 -0.4512 1.7179
78 O 7.9305 0.0338 4.7827
79 C 7.8597 0.1081 5.9722
80 O 6.8807 0.8119 6.5912
81 C 7.0827 0.8131 8.0152
82 C 7.9530 -0.4085 8.2962
83 C 8.7808 -0.5013 7.0136
84 H 7.5787 1.7468 8.2882
85 H 6.1095 0.7767 8.4969
86 H 8.5414 -0.3095 9.2053
87 H 7.3246 -1.2939 8.3938
88 H 9.6864 0.1057 7.0584
89 H 9.0459 -1.5158 6.7319
90 O 0.9033 0.9271 2.5548
91 C 0.3402 1.9800 2.5253
92 O -0.3939 2.3656 1.4599
93 C -0.8942 3.6983 1.6369
94 C -0.8775 3.9316 3.1455
95 C 0.3151 3.0768 3.5779
96 H -0.2318 4.3856 1.1050
97 H -1.8857 3.7496 1.1960
98 H -0.7980 4.9836 3.4113
99 H -1.7919 3.5369 3.5883
100 H 1.2589 3.6232 3.5206
101 H 0.2100 2.6438 4.5686

Atomic partial charges in e from the Löwdin method, atoms 1 to 2:
1 C -0.076
2 C -0.338

***

Entry 3:
Formula: C6H23B2LiN
Source: OMol25
Level of theory: the ωB97M-V functional and the def2-TZVPD basis

Values from the calculation:
- LUMO energy (eV) = 3.02
- HOMO-LUMO gap (eV) = 8.169
- spin multiplicity = 1
- total charge = -1

Geometry (Å):
1 Li -0.6075 -0.5855 -0.8184
2 B -1.8592 -0.0623 -2.4926
3 H -1.3092 -0.0973 -3.5203
4 H -1.7884 -1.1099 -2.0544
5 H -1.3930 0.7416 -1.8278
6 H -2.9937 0.1627 -2.6413
7 B 0.0295 -2.7209 -0.8971
8 H -0.1336 -3.3050 -1.8902
9 H -0.9352 -2.2899 -0.4622
10 H 0.4700 -3.5113 -0.1577
11 H 0.7734 -1.8668 -1.0834
12 C -1.9817 0.9826 1.4137
13 C -0.5165 0.6665 1.7672
14 N 0.4021 0.5184 0.6248
15 C 1.6997 0.0337 1.1400
16 C 1.6409 -1.3118 1.8625
17 C 0.5558 1.8427 -0.0027
18 C 1.3233 1.7305 -1.3345
19 H -2.3541 0.1587 0.7985
20 H -2.1229 1.9133 0.8668
21 H -2.5973 1.0060 2.3124
22 H -0.1628 1.4836 2.4137
23 H -0.5837 -0.2594 2.3330
24 H 2.1114 0.8487 1.7571
25 H 2.3714 -0.0484 0.2886
26 H 2.6454 -1.7256 1.9222
27 H 1.0040 -2.0115 1.3218
28 H 1.2048 -1.1727 2.8528
29 H -0.4253 2.3018 -0.1185
30 H 1.0638 2.5817 0.6421
31 H 2.3651 1.4954 -1.1403
32 H 0.8684 0.9619 -1.9580
33 H 1.2351 2.6484 -1.9174

Atomic partial charges in e from the Löwdin method, atoms 1 to 2:
1 Li 0.472
2 B -0.452

***

Entry 4:
Formula: C27H56Ca2NO8
Source: OMol25
Level of theory: the ωB97M-V functional and the def2-TZVPD basis

Values from the calculation:
- LUMO energy (eV) = -10.90
- HOMO-LUMO gap (eV) = 3.768
- spin multiplicity = 1
- total charge = +3

Geometry (Å):
1 Ca -33.0523 0.8871 -12.1274
2 Ca -32.4655 4.2266 -10.7291
3 O -31.9319 3.9535 -14.9417
4 C -32.3420 3.1216 -14.0424
5 O -33.0344 2.1121 -14.3018
6 O -32.0551 3.3466 -12.7930
7 H -32.0325 3.4692 -15.8193
8 C -34.0577 -3.1017 -13.5411
9 C -33.9772 -2.5812 -14.9880
10 C -33.3432 -1.1733 -14.8650
11 O -33.1234 -0.9707 -13.4627
12 C -32.9807 -2.2970 -12.8497
13 H -33.7881 -4.1564 -13.5809
14 H -35.0454 -3.0069 -13.0968
15 H -34.9079 -2.5691 -15.5553
16 H -33.3488 -3.2318 -15.5950
17 H -33.9237 -0.3458 -15.2622
18 H -32.3972 -1.2362 -15.4115
19 H -33.0724 -2.1315 -11.7704
20 H -31.9632 -2.6511 -13.0301
21 C -30.2223 1.4450 -18.1795
22 C -31.5331 1.2120 -18.9215
23 C -32.4910 2.2315 -18.2363
24 O -31.6968 3.0296 -17.3618
25 C -30.3258 2.8991 -17.7676
26 H -29.3316 1.2405 -18.7711
27 H -30.1517 0.8714 -17.2492
28 H -31.8809 0.1954 -18.7534
29 H -31.4815 1.4444 -19.9808
30 H -33.2648 1.6863 -17.6922
31 H -32.9918 2.8611 -18.9726
32 H -29.6032 3.2161 -17.0158
33 H -30.1427 3.5995 -18.5904
34 C -37.4778 -0.7937 -12.3505
35 C -37.3068 -0.2148 -13.7595
36 C -36.4278 0.9880 -13.5200
37 O -35.4442 0.4540 -12.6022
38 C -36.1364 -0.3964 -11.6581
39 H -37.6120 -1.8676 -12.2576
40 H -38.2905 -0.3054 -11.8159
41 H -38.2651 0.0127 -14.2245
42 H -36.8451 -0.9588 -14.4106
43 H -36.9439 1.8952 -13.1923
44 H -35.8628 1.3045 -14.4005
45 H -36.3564 0.1533 -10.7377
46 H -35.5075 -1.2590 -11.4278
47 C -28.8870 -0.6633 -11.7949
48 C -28.6913 -0.0991 -13.2223
49 C -29.8033 0.9274 -13.3960
50 O -30.7585 0.6633 -12.3075
51 C -29.9961 0.1907 -11.1902
52 H -27.9586 -0.6699 -11.2273
53 H -29.1201 -1.7279 -11.8696
54 H -28.7143 -0.8280 -14.0271
55 H -27.7207 0.3913 -13.2855
56 H -30.3610 0.8765 -14.3296
57 H -29.4928 1.9674 -13.2713
58 H -30.6247 -0.4095 -10.5257
59 H -29.4984 0.9971 -10.6392
60 C -29.7253 8.2432 -18.1236
61 C -30.4866 8.1237 -16.7958
62 C -30.5431 6.5941 -16.6811
63 O -29.3789 6.0543 -17.2468
64 C -28.7336 7.1144 -17.9931
65 H -29.1904 9.1762 -18.3024
66 H -30.4780 8.2087 -18.9170
67 H -31.4589 8.6064 -16.7896
68 H -29.8470 8.5491 -16.0144
69 H -31.4197 6.3213 -17.2948
70 H -30.7495 6.2495 -15.6645
71 H -28.2921 6.7002 -18.8942
72 H -27.9448 7.4873 -17.3308
73 C -35.9125 7.0135 -10.7554
74 C -34.8324 5.9497 -10.6432
75 N -33.8572 5.9294 -11.7711
76 C -32.9764 7.1102 -11.7276
77 C -31.8136 6.8125 -12.6757
78 C -34.4763 5.6637 -13.0769
79 C -35.4561 4.5208 -13.0780
80 H -36.6970 6.8645 -10.0140
81 H -36.4204 7.0311 -11.7203
82 H -35.4947 8.0076 -10.6044
83 H -34.2698 6.2695 -9.7509
84 H -35.2613 4.9514 -10.4945
85 H -33.4301 8.0455 -12.0696
86 H -32.5794 7.3074 -10.7273
87 H -31.9640 6.8581 -13.7490
88 H -31.0538 7.5771 -12.4812
89 H -31.3241 5.8657 -12.3936
90 H -33.7116 5.4898 -13.8359
91 H -34.9196 6.6000 -13.4405
92 H -35.0135 3.5566 -12.7836
93 H -35.9277 4.3539 -14.0448
94 H -36.2957 4.7108 -12.4031

Atomic partial charges in e from the Löwdin method, atoms 1 to 2:
1 Ca 1.568
2 Ca 1.621